# C6H11N2O2

The ion C6H11N2O2 with charge +1 in a non-equilibrium geometry (ωB97M-V/def2-TZVPD, OMol25).

Computed properties:
Net charge: +1
Energy above the lowest of the compared OMol25 structures with the same formula, charge and spin: 6.952 eV
LUMO energy: -0.222 hartree
Molar mass: 143.17 g/mol
Energy: -13463.1810 eV

Last column: Mulliken charge in e.
Cartesian coordinates (Å):
C1 -1.4698 0.8714 0.8081  -0.3087
C2 -0.3102 0.6040 0.4195  -0.0297
C3 -2.8235 0.3632 0.2265  0.3508
C4 1.2866 -0.9129 -0.9855  -1.1213
C5 1.7529 1.4729 -0.2863  -1.3862
C6 1.0292 0.2116 0.1410  1.1589
N1 -2.7070 -0.7801 -0.5101  -0.0980
N2 1.3855 -0.3589 1.4588  -0.5165
O1 -3.8816 0.9533 0.4764  -0.5060
O2 -1.4341 -1.3399 -0.5999  -0.4358
H1 -1.4653 1.3893 1.6925  0.4396
H2 2.3782 -0.9841 -0.8875  0.3950
H3 1.0343 -0.5491 -1.9788  0.3427
H4 0.7197 -1.8905 -0.8071  0.3233
H5 1.7647 2.3354 0.4420  0.4096
H6 2.7462 1.1784 -0.5966  0.3809
H7 1.0578 1.9574 -1.0511  0.3905
H8 -3.3526 -1.0691 -1.2261  0.2730
H9 1.1870 -1.3431 1.4019  0.2679
H10 -1.1792 -2.0810 0.0699  0.4030
H11 2.2813 -0.0283 1.7923  0.2671

Atoms 1-2, force components in eV/Å:
C -1.2 -1.2 -1.4
C -0.2 -1.7 -1.1

# C53H45Cl4N4PPt

A structure of composition C53H45Cl4N4PPt in a non-equilibrium geometry (ωB97M-V/def2-TZVPD, OMol25).

Computed properties:
Net charge: 0
LUMO energy: -0.053 hartree
Molar mass: 1105.83 g/mol
Energy: -124280.3905 eV

Last column: Mulliken charge in e.
Cartesian coordinates (Å):
Pt1 -0.0441 -0.1981 -1.1846  1.5734
Cl1 6.4194 -6.9230 -0.0505  -0.2192
C1 5.2584 -5.7066 -0.4507  0.2979
C2 4.0640 -5.6453 0.2500  -1.0509
C3 3.1461 -4.6659 -0.0659  -0.3395
C4 3.3914 -3.7334 -1.0776  -0.0107
C5 4.5912 -3.8322 -1.7842  -0.2342
C6 5.5198 -4.8074 -1.4729  -0.9690
C7 2.4039 -2.6740 -1.3049  1.4254
C8 2.8145 -1.3417 -1.2679  0.2419
C9 4.1656 -0.9070 -1.0543  -1.2295
C10 4.1498 0.4458 -1.0086  -1.4511
C11 2.7862 0.8555 -1.1843  0.2368
C12 2.3637 2.1745 -1.1892  0.8326
C13 3.3861 3.2060 -0.9054  -0.6450
C14 3.9333 3.9970 -1.9068  -0.0205
C15 4.8924 4.9449 -1.6029  -0.9222
C16 5.2959 5.1164 -0.2890  0.3101
Cl2 6.4900 6.3041 0.0947  -0.2182
C17 4.7579 4.3365 0.7208  -1.1861
C18 3.8122 3.3821 0.4061  0.6388
C19 1.0390 2.6169 -1.3545  0.1218
N1 -0.0687 1.8170 -1.4445  -0.4183
C20 -1.1481 2.6425 -1.5309  1.1480
C21 -2.5060 2.2400 -1.5421  0.4994
C22 -3.5227 3.3023 -1.5744  -0.0401
C23 -4.4967 3.3813 -0.5764  -0.3677
C24 -5.4304 4.3994 -0.5650  -0.9736
C25 -5.4057 5.3566 -1.5651  0.2500
Cl3 -6.5791 6.6279 -1.5694  -0.2169
C26 -4.4500 5.3024 -2.5691  -0.9802
C27 -3.5157 4.2847 -2.5674  -0.3029
C28 -2.9111 0.9116 -1.4248  0.9330
C29 -4.2800 0.4715 -1.4232  -1.2556
C30 -4.2679 -0.8736 -1.2653  -1.8213
C31 -2.8942 -1.2765 -1.2131  0.4758
N2 -2.0877 -0.1712 -1.3006  -0.3060
C32 -2.4714 -2.5951 -1.1421  0.8261
C33 -1.1395 -3.0287 -1.2495  0.8290
C34 -0.7615 -4.3789 -1.4499  -1.4899
C35 0.5998 -4.3968 -1.5553  -1.4660
C36 1.0446 -3.0595 -1.3854  0.4475
N3 -0.0286 -2.2307 -1.2386  -0.1210
C37 -3.4869 -3.6563 -0.9687  -0.7743
C38 -3.6094 -4.2836 0.2672  0.1639
C39 -4.5351 -5.2912 0.4582  -1.0254
C40 -5.3328 -5.6867 -0.6032  0.4085
Cl4 -6.4844 -6.9567 -0.3766  -0.2180
C41 -5.2194 -5.0795 -1.8438  -1.0048
C42 -4.3026 -4.0606 -2.0181  0.2777
C43 -0.7165 3.9940 -1.4822  -1.3290
C44 0.6454 3.9792 -1.3725  -1.3615
N4 1.9940 -0.2533 -1.3338  -0.3894
H1 3.8575 -6.3570 1.0346  0.4162
H2 2.2283 -4.6000 0.4969  0.4880
H3 4.7924 -3.1552 -2.5994  0.6448
H4 6.4455 -4.8742 -2.0231  0.4185
H5 5.0120 -1.5523 -0.9226  0.6403
H6 4.9791 1.1091 -0.8539  0.4847
H7 3.6067 3.8631 -2.9272  0.5143
H8 5.3217 5.5519 -2.3824  0.4390
H9 5.0724 4.4756 1.7414  0.4557
H10 3.3904 2.7626 1.1850  0.4842
H11 -4.5088 2.6506 0.2180  0.5185
H12 -6.1720 4.4553 0.2182  0.4269
H13 -4.4385 6.0570 -3.3407  0.4260
H14 -2.7739 4.2397 -3.3516  0.6069
H15 -5.1345 1.1050 -1.5581  0.6697
H16 -5.1037 -1.5444 -1.2092  0.6034
H17 -1.4374 -5.2045 -1.5356  0.5723
H18 1.2289 -5.2399 -1.7586  0.6827
H19 -2.9723 -3.9719 1.0813  0.5303
H20 -4.6389 -5.7735 1.4181  0.4214
H21 -5.8406 -5.4062 -2.6627  0.4165
H22 -4.2037 -3.5825 -2.9815  0.5145
H23 -1.3527 4.8551 -1.4923  0.6247
H24 1.3045 4.8202 -1.2891  0.5045
C45 -1.0682 0.0471 4.2196  -1.7656
C46 -0.9031 -0.5429 2.8217  0.5380
C47 -2.2666 -0.7932 2.1821  -1.6229
P1 0.2063 0.3776 1.6084  0.8633
C48 0.0269 2.2308 1.8847  3.2116
C49 0.5882 2.8979 3.1391  -1.8547
C50 -1.4510 2.5777 1.7119  -1.9487
C51 1.9498 -0.1074 2.1134  2.2452
C52 2.4340 0.2014 3.5250  -1.8673
C53 2.1130 -1.6089 1.8608  -2.4216
H25 -1.6353 -0.6547 4.8318  0.5049
H26 -1.6185 0.9817 4.1993  0.2436
H27 -0.1126 0.2175 4.7077  0.2815
H28 -0.4056 -1.5146 2.9200  0.6180
H29 -2.8540 0.1185 2.1222  0.1415
H30 -2.8343 -1.5149 2.7662  0.6246
H31 -2.1416 -1.1912 1.1795  0.2595
H32 0.5652 2.6525 1.0273  -1.7361
H33 0.3713 2.3386 4.0428  0.2326
H34 0.1283 3.8804 3.2442  0.5159
H35 1.6601 3.0597 3.0594  0.3423
H36 -2.0021 2.4359 2.6372  0.4159
H37 -1.8946 1.9601 0.9355  -0.0967
H38 -1.5511 3.6199 1.4168  0.6010
H39 2.5760 0.4492 1.4042  -1.1324
H40 1.8881 -0.3847 4.2570  0.3733
H41 2.3513 1.2490 3.7831  0.3907
H42 3.4829 -0.0816 3.5913  0.4789
H43 1.7615 -2.1769 2.7205  0.5286
H44 3.1598 -1.8600 1.6989  0.6551
H45 1.5459 -1.9293 0.9897  0.2966

Atoms 1-2, force components in eV/Å:
Pt -0.2 -0.3 -1.9
Cl 0.1 -0.1 0.0

# C24H19ClCoIN6O3S3Se

A structure of composition C24H19ClCoIN6O3S3Se (ωB97M-V/def2-TZVPD, OMol25).

Computed properties:
Net charge: 0
Energy above the lowest of the compared OMol25 structures with the same formula, charge and spin: 0.061 eV
LUMO energy: -0.017 hartree
Molar mass: 835.91 g/mol
Energy: -196384.1878 eV

Last column: Mulliken charge in e.
Cartesian coordinates (Å):
Co1 0.5316 0.6222 -0.1247  -1.2334
O1 0.9795 -3.3120 3.3482  -0.6939
C1 1.4406 -3.8378 2.2026  0.5034
C2 1.6894 -5.2112 2.1799  -0.6407
C3 2.1752 -5.8159 1.0395  -0.3295
C4 2.4262 -5.0691 -0.1101  -1.0031
C5 2.1700 -3.7138 -0.0973  -0.3699
C6 1.6708 -3.0785 1.0432  0.2347
C7 1.3850 -1.6336 0.9836  1.2431
O2 1.4112 -1.0548 -0.1737  -0.7375
N1 1.0985 -0.9959 2.0802  -0.8780
N2 0.9015 0.3741 1.8433  0.7868
C8 1.1102 1.0700 2.9007  -0.0480
S1 1.4262 0.2879 4.4408  -0.0669
C9 1.7854 1.8243 5.3317  -0.5648
C10 0.9814 2.9391 4.6958  -0.6458
S2 1.2237 2.8107 2.9059  0.0054
H1 0.8872 -2.3411 3.2193  0.5527
H2 1.4959 -5.7770 3.0813  0.4371
H3 2.3685 -6.8812 1.0448  0.3801
H4 2.8240 -5.5422 -0.9974  0.4231
H5 2.3754 -3.1086 -0.9716  0.4891
H6 2.8532 2.0307 5.2708  0.3119
H7 1.5079 1.6716 6.3741  0.4188
H8 1.3372 3.9237 4.9967  0.4202
H9 -0.0785 2.8501 4.9320  0.2718
Cl1 -2.1599 5.1614 -4.3386  -0.2744
C11 -1.3851 3.7674 -3.6452  0.5756
C12 -0.9074 2.7816 -4.4624  -0.4677
C13 -0.2929 1.6343 -3.9314  -0.0502
I1 0.3719 0.1208 -5.1890  -0.0017
C14 -0.1323 1.4772 -2.5681  0.1757
O3 0.4008 0.4438 -1.9890  -0.0963
C15 -0.6286 2.5182 -1.7343  0.2367
N3 -0.4738 2.2907 -0.3966  0.9075
C16 -1.0035 3.1360 0.4517  -0.3157
C17 -1.6653 4.3032 0.0344  -1.1841
C18 -1.7841 4.5768 -1.2959  -0.8016
C19 -1.2748 3.6566 -2.2388  -0.2508
H10 -1.0120 2.8828 -5.5338  0.4211
H11 -0.8983 2.9104 1.5005  0.6515
H12 -2.0556 4.9767 0.7836  0.4461
H13 -2.2733 5.4771 -1.6410  0.4447
Se1 2.6625 1.6720 -0.4279  0.1047
C20 2.2234 3.4372 -0.1707  0.2545
N4 1.9369 4.5438 0.0002  -0.5668
C21 -4.0287 -1.4119 -1.5284  -0.8474
N5 -2.6793 -1.8539 -1.8303  0.1681
C22 -2.3022 -2.6890 -2.8707  -0.3544
C23 -0.9574 -2.7904 -2.8302  -0.7465
N6 -0.5353 -2.0394 -1.7588  0.3882
C24 -1.5813 -1.4542 -1.1622  0.1615
S3 -1.5581 -0.4129 0.1888  -0.4254
H14 -4.7187 -1.9511 -2.1715  0.3228
H15 -4.1172 -0.3411 -1.7058  0.3181
H16 -4.2641 -1.6177 -0.4866  0.3198
H17 -3.0241 -3.1297 -3.5331  0.4362
H18 -0.2743 -3.3275 -3.4613  0.5317
H19 0.4149 -1.7808 -1.4973  0.2515

Atoms 1-2, force components in eV/Å:
Co 0.0 0.1 0.2
O 0.0 0.0 0.0

# C3H8BrN3O2

A cluster of 2 separate species, C3H8BrN3O2 in total in a non-equilibrium geometry (ωB97M-V/def2-TZVPD, OMol25).

Computed properties:
Net charge: 0
Energy above the lowest of the compared OMol25 structures with the same formula, charge and spin: 1.290 eV
SMILES string: NC/C(Br)=[N+](/[O-])O.C=N
LUMO energy: 0.016 hartree
Molar mass: 198.02 g/mol
Energy: -81842.9037 eV

Last column: Mulliken charge in e.
Cartesian coordinates (Å):
N1 1.5674 0.8625 0.7180  -0.4313
C1 0.5406 0.3335 1.5530  -0.4090
C2 -0.7312 0.2895 0.7579  -0.0514
Br1 -1.8627 1.7472 0.7545  -0.0335
N2 -1.3430 -0.8421 0.4735  0.7594
O1 -2.4072 -0.9114 -0.1501  -0.7052
O2 -0.6121 -1.9988 0.4840  -0.4659
H1 1.2891 1.6958 0.2298  0.1763
H2 2.4423 0.7995 1.1717  0.2030
H3 0.5312 0.9531 2.5318  0.2685
H4 0.7653 -0.8089 1.9489  0.2946
H5 -0.9738 -2.6810 -0.0938  0.3734
C3 -0.1165 0.3538 -2.2245  -0.3064
N3 0.5424 -0.6675 -1.9678  -0.4899
H6 -1.2340 0.1241 -2.4014  0.2225
H7 0.1383 1.3601 -2.1983  0.3483
H8 1.4638 -0.6096 -1.5871  0.2467

Atoms 1-2, force components in eV/Å:
N -0.2 -1.2 -0.9
C 0.3 -1.8 2.4